The following is a quantum chemistry calculation of a cluster of 11 separate species, C56H94BN16O12 in total in a non-equilibrium geometry, from OMol25.

```
! RIJCOSX wB97M-V def2-TZVPD def2/J DEFGRID3
* xyz 5 1
O 8.99 -1.23 -1.64
O 2.13 2.84 -1.29
O -0.95 -2.89 -2.09
O 0.83 -1.31 -2.19
O -0.47 -2.53 0.91
O 1.15 -1.24 0.10
O -1.03 -6.73 -0.17
O -0.64 -6.45 1.96
O 4.55 1.13 -1.79
O 7.85 -3.10 -1.37
O 1.11 0.81 -1.12
O 2.98 -0.55 -1.31
N -3.38 -2.27 -7.21
N 6.43 3.99 -2.32
N 4.27 -6.54 -0.99
N -4.26 -4.17 1.88
N -3.91 5.02 -0.63
N 4.91 5.59 -2.36
N -2.07 -3.31 -5.70
N 4.31 -4.62 0.11
N 1.10 1.07 3.76
N -4.37 -0.42 1.92
N -2.16 3.85 -1.34
N 0.94 5.88 1.97
N -2.80 -4.20 3.54
N 0.46 0.47 5.84
N -6.55 -0.97 2.05
N 1.97 6.87 3.66
C -4.85 -4.09 0.52
C -2.71 -1.10 -9.29
C -4.07 -4.28 4.10
C 5.15 4.31 -1.95
C 7.97 -1.94 -1.64
C -4.95 -4.26 3.03
C -7.93 -1.16 1.72
C -0.34 -6.29 0.76
C 0.83 6.24 4.13
C 3.43 0.71 -1.53
C 5.05 -6.68 0.09
C -8.14 -1.65 0.34
C -4.64 -0.81 3.22
C 3.05 7.27 4.41
C 1.50 1.87 2.55
C 3.99 -3.30 0.60
C 2.15 1.65 -1.21
C 6.06 6.09 -3.05
C -3.95 -2.22 -5.91
C -2.56 4.69 -2.36
C -4.98 5.42 0.27
C -1.06 2.88 -1.38
C 0.96 -5.59 0.44
C 3.75 -5.27 -0.91
C 2.50 6.25 -2.93
C 6.73 -1.18 -2.03
C 6.97 5.05 -3.06
C 5.16 -5.49 0.75
C -2.23 -2.98 -7.01
C 1.68 0.02 7.97
C -3.76 5.36 -1.94
C 0.16 5.65 3.06
C -6.16 4.50 0.28
C -3.12 -2.87 -5.03
C -2.95 4.09 -0.30
C 0.19 -0.57 4.97
C 0.82 5.33 0.61
C 0.14 -2.00 -0.05
C 2.50 -7.85 -2.09
C 3.95 -7.50 -2.03
C -1.18 -4.34 -5.12
C 7.12 2.68 -1.95
C 0.99 1.51 5.10
C -5.50 -0.67 1.20
C -3.00 -0.14 1.38
C -0.07 -2.20 -1.57
C 0.54 -0.19 3.70
C 1.98 6.63 2.31
C -6.00 -1.08 3.35
C -3.88 -1.74 -8.53
C 3.67 6.31 -1.97
C -3.87 -4.01 -0.65
C 3.81 8.50 4.04
C -1.57 -4.25 4.31
C 0.31 0.45 7.28
C -2.94 -4.05 2.23
B 1.51 -0.51 -1.16
H -4.50 -4.00 -1.54
H 1.73 -6.36 0.49
H -1.88 -1.79 -9.41
H -6.86 4.76 1.07
H -4.61 5.72 1.26
H -6.03 -4.36 2.98
H -3.05 0.89 1.02
H -1.31 2.05 -2.05
H 4.43 3.68 -1.44
H -1.57 -4.93 5.16
H -8.07 -0.83 -0.38
H -4.43 6.07 -2.42
H 3.13 -2.93 0.03
H -3.06 -0.85 -10.29
H 7.93 5.01 -3.56
H -1.04 2.58 -0.34
H 4.69 8.25 3.44
H -0.20 3.44 -1.75
H -2.84 3.53 0.62
H -5.46 -4.99 0.40
H -3.16 -4.83 -0.77
H -9.14 -2.09 0.32
H 6.90 -0.97 -3.08
H 1.71 5.53 -2.69
H -1.50 -4.64 -4.12
H 2.37 -8.65 -2.82
H -5.53 -0.55 0.12
H -5.49 -3.21 0.44
H -2.78 -0.81 0.55
H 4.09 7.30 -1.83
H 1.62 4.62 0.42
H 3.79 6.47 4.32
H -3.82 -0.78 3.92
H -2.33 -0.22 -8.75
H -4.88 -1.71 -5.68
H -0.24 -1.53 5.21
H 2.62 0.51 7.70
H 0.61 6.27 5.19
H 5.57 -5.21 1.71
H -0.21 -3.85 -5.01
H 2.98 6.08 -3.89
H 2.04 7.23 -2.97
H -4.35 -2.49 -9.16
H -1.50 -3.37 -7.71
H -0.08 1.44 7.51
H 2.10 1.21 1.92
H 3.27 6.02 -1.00
H 4.30 -7.10 -2.98
H 1.29 2.49 5.45
H -1.31 -3.25 4.68
H 6.93 1.95 -2.73
H -6.58 4.36 -0.71
H 1.32 -4.88 1.19
H -2.21 4.46 -3.36
H 6.09 7.10 -3.42
H -6.67 -1.29 4.17
H 0.62 2.11 1.96
H -0.48 -0.27 7.49
H 3.16 9.17 3.48
H -2.15 -4.09 1.49
H 2.77 7.40 5.46
H 6.61 -0.31 -1.38
H 3.90 -3.38 1.68
H 1.96 2.84 2.76
H 1.83 -1.06 7.90
H 4.39 -8.48 -1.84
H 0.89 -4.87 -0.38
H 8.18 2.90 -1.86
H 4.16 9.20 4.80
H 1.90 -6.99 -2.41
H 0.69 6.11 -0.13
H 6.69 2.30 -1.02
H -5.45 6.33 -0.09
H -3.29 -3.14 -4.00
H -0.77 -4.49 3.62
H -7.56 -2.54 0.10
H -5.82 3.53 0.65
H -8.41 -0.20 1.95
H 0.58 -0.79 2.80
H 2.86 6.78 1.70
H -4.28 -4.37 5.16
H -4.61 -0.94 -8.38
H 3.00 -4.82 -1.54
H -3.30 -3.08 -0.68
H -1.08 -5.21 -5.77
H 5.81 -1.78 -2.01
H -2.27 -0.27 2.17
H 2.14 -8.13 -1.10
H -0.74 5.07 2.93
H -0.02 4.62 0.65
H 4.87 -2.72 0.32
H 1.59 0.33 9.01
H -8.33 -1.85 2.47
H 5.56 -7.61 0.28
*
```

LUMO level, eV: -10.75
Energy, eV: -108637.4182
HOMO-LUMO gap, eV: 1.627